44
Properties=species:S:1:pos:R:3:nbo_charge:R:1 method="wB97M-V/def2-TZVPD" homo_lumo_gap_ev=9.41 relative_energy_kj_mol=4.6 e_homo_ha=-0.336 lumo_energy_ev=0.27 smiles="C=C/C=C/CO.O.O.O.O.O.O.O.O.O.O"
C 1.274 -0.319 -0.578 -0.22
C 1.629 -1.154 -1.558 -0.39
C -1.793 1.208 1.242 -0.10
O -2.051 0.234 2.255 -0.78
C -0.422 0.938 0.653 -0.21
C -0.122 -0.045 -0.193 -0.23
H 2.034 0.092 0.080 0.20
H 0.849 -1.459 -2.240 0.21
H 2.654 -1.465 -1.692 0.20
H -2.519 1.095 0.453 0.19
H -1.856 2.184 1.696 0.18
H -2.751 -0.411 2.149 0.50
H 0.345 1.540 1.124 0.18
H -0.822 -0.789 -0.556 0.24
H -2.515 -1.512 -1.829 0.50
H -1.369 -0.892 -2.659 0.51
O -1.632 -1.693 -2.171 -1.00
H 1.751 3.238 0.434 0.47
H 2.435 1.983 0.952 0.51
O 2.546 2.707 0.304 -0.97
H -0.293 0.151 -4.554 0.49
H 0.377 0.939 -3.441 0.52
O -0.398 0.376 -3.624 -0.99
H 0.184 -3.368 -0.274 0.47
H -0.926 -3.240 -1.137 0.49
O -0.722 -3.712 -0.327 -0.97
H -0.559 0.300 3.571 0.50
H 0.001 -1.070 3.360 0.50
O 0.199 -0.255 3.838 -0.97
H 1.965 3.192 -2.614 0.47
H 2.033 2.284 -1.416 0.50
O 1.510 2.430 -2.239 -0.99
H 2.934 1.237 3.261 0.49
H 1.481 0.636 2.904 0.51
O 2.357 0.931 2.563 -1.01
H -2.283 -1.924 0.878 0.47
H -2.763 -2.992 -0.034 0.49
O -2.964 -2.084 0.215 -0.96
H -1.377 1.748 -2.567 0.47
H -0.747 2.897 -1.848 0.47
O -1.265 2.705 -2.636 -0.95
H 2.270 -1.946 1.578 0.48
H 1.908 -1.564 2.967 0.48
O 1.620 -2.156 2.260 -0.95

---

16
Properties=species:S:1:pos:R:3:nbo_charge:R:1 method="wB97M-V/def2-TZVPD" homo_lumo_gap_ev=9.36 relative_energy_kj_mol=645.2 e_homo_ha=-0.332 lumo_energy_ev=0.33
C 2.140 0.669 -0.799 -0.70
C 0.529 0.304 -0.564 0.07
C -0.615 0.266 -1.444 -0.21
C -1.813 -0.646 -0.811 -0.46
C -1.403 -0.415 0.658 0.15
C 0.258 -0.113 2.001 0.15
C -0.053 -0.210 0.783 -0.25
H 2.319 1.048 -1.988 0.23
H 2.751 -0.302 -0.538 0.24
H 2.934 1.499 -0.361 0.26
H -0.541 0.353 -2.493 0.21
H -3.020 -0.336 -0.927 0.27
H -1.645 -2.039 -0.839 0.25
H 1.099 0.181 2.659 0.22
N -1.988 -0.362 1.889 -0.11
O -0.953 0.101 2.774 -0.31

---

13
Properties=species:S:1:pos:R:3:lowdin_charge:R:1 method="wB97M-V/def2-TZVPD" homo_lumo_gap_ev=11.52 relative_energy_kj_mol=257.3 e_homo_ha=-0.552 lumo_energy_ev=-3.48 total_charge=+1
Cs -1.894 2.123 0.390 1.58
C 1.171 -0.690 -0.723 -0.02
C -0.017 0.132 -0.368 -0.63
C -0.934 -0.367 0.729 -0.19
O 0.501 1.378 -0.047 -0.28
H 1.780 -0.220 -1.496 0.11
H 0.795 -1.622 -1.144 0.10
H 1.799 -0.924 0.136 0.10
H -0.612 0.289 -1.267 0.13
H -1.737 0.344 0.922 -0.22
H -0.370 -0.382 1.661 0.11
H -1.541 -1.243 0.498 0.11
H 1.059 1.182 0.709 0.11

---

81
Properties=species:S:1:pos:R:3:lowdin_charge:R:1 method="wB97M-V/def2-TZVPD" homo_lumo_gap_ev=10.35 relative_energy_kj_mol=90.4 e_homo_ha=-0.381 lumo_energy_ev=-0.01
C -1.767 -4.895 3.870 -0.17
C -2.733 -5.914 3.257 -0.16
O -4.091 -5.497 3.565 -0.16
S -4.026 -3.903 3.582 0.63
O -5.048 -3.336 4.369 -0.22
O -4.171 -3.268 2.291 -0.25
O -2.535 -3.758 4.249 -0.18
H -1.036 -4.652 3.099 0.13
H -1.394 -5.299 4.804 0.13
H -2.493 -6.871 3.721 0.13
H -2.566 -5.954 2.176 0.13
C 0.320 -2.493 -2.012 -0.18
C 0.974 -1.318 -1.398 -0.14
O 2.452 -1.534 -1.436 -0.20
S 2.751 -2.828 -2.361 0.60
O 3.832 -3.602 -1.878 -0.23
O 2.966 -2.552 -3.753 -0.24
O 1.337 -3.520 -2.017 -0.18
H -0.029 -2.214 -3.005 0.13
H -0.499 -2.766 -1.369 0.11
H 0.706 -1.248 -0.325 0.11
H 0.682 -0.459 -1.966 0.12
C 3.676 3.555 -3.512 -0.13
C 4.214 2.133 -3.270 -0.10
O 3.620 1.661 -1.970 -0.19
S 2.782 2.855 -1.358 0.57
O 3.529 3.609 -0.391 -0.22
O 1.599 2.376 -0.732 -0.23
O 2.433 3.608 -2.726 -0.20
H 3.450 3.738 -4.573 0.14
H 4.311 4.341 -3.053 0.14
H 5.320 2.191 -3.134 0.14
H 4.027 1.414 -4.076 0.13
C 1.960 2.444 2.381 0.01
O 1.974 3.962 2.161 0.00
C 0.827 4.586 2.429 -0.62
O 0.724 5.775 2.099 0.09
O -0.063 3.799 3.051 -0.06
C -1.215 4.610 3.626 0.03
H 2.712 2.147 1.648 0.07
H 0.957 2.049 2.195 0.07
H 2.384 2.181 3.382 0.11
H -1.774 5.070 2.835 0.08
H -0.814 5.398 4.283 0.10
H -1.855 3.866 4.141 0.10
C -3.145 -0.454 -5.002 0.00
O -3.381 1.016 -4.711 -0.02
C -2.334 1.816 -4.443 -0.58
O -2.509 2.926 -4.009 0.12
O -1.131 1.218 -4.843 -0.07
C 0.043 2.054 -4.654 -0.04
H -4.194 -0.769 -5.238 0.10
H -2.842 -0.920 -4.037 0.07
H -2.405 -0.622 -5.836 0.10
H 0.916 1.556 -5.118 0.09
H 0.238 2.212 -3.568 0.09
H -0.118 3.002 -5.191 0.10
C -2.287 -1.378 0.678 0.03
O -1.912 0.044 0.272 -0.01
C -1.786 0.239 -1.037 -0.61
O -1.836 -0.587 -1.965 0.06
O -1.558 1.482 -1.403 -0.01
C -1.574 2.577 -0.387 0.02
H -2.459 -1.259 1.746 0.07
H -1.468 -2.115 0.470 0.09
H -3.217 -1.611 0.164 0.10
H -1.524 3.445 -1.054 0.10
H -0.659 2.530 0.228 0.07
H -2.510 2.512 0.215 0.11
C -0.048 -0.108 4.253 -0.01
O 1.045 -1.076 4.295 0.00
C 1.316 -1.585 3.070 -0.56
O 0.708 -1.232 2.025 0.04
O 2.316 -2.440 3.137 0.02
C 2.670 -2.967 1.805 0.01
H 0.083 0.800 3.649 0.08
H -0.218 0.077 5.324 0.10
H -0.907 -0.649 3.845 0.08
H 1.798 -3.446 1.359 0.09
H 3.514 -3.632 1.930 0.10
H 2.963 -2.140 1.134 0.10

---

9
Properties=species:S:1:pos:R:3:nbo_charge:R:1 method="wB97M-V/def2-TZVPD" homo_lumo_gap_ev="8.94 / 7.74" relative_energy_kj_mol=0.0 e_homo_ha="-0.303 / -0.355" lumo_energy_ev="0.70 / -1.92" multiplicity=3
C -0.184 -0.530 -0.504 -0.26
C -0.408 0.319 0.479 -0.20
C 3.208 -0.464 0.861 -0.19
Cl -0.360 -2.189 -0.177 0.02
Cl -0.234 2.076 0.194 -0.02
Cl 2.910 -1.875 0.150 0.11
Br 3.960 0.877 -0.234 0.09
H 0.400 -0.310 -1.408 0.24
H -0.955 0.012 1.391 0.23

---

95
Properties=species:S:1:pos:R:3:lowdin_charge:R:1 method="wB97M-V/def2-TZVPD" homo_lumo_gap_ev="4.79 / 4.78" relative_energy_kj_mol=88.6 e_homo_ha="-0.089 / -0.089" lumo_energy_ev="2.37 / 2.37" total_charge=-1
Ti 0.681 0.018 -0.656 1.03
C 0.642 1.295 1.368 -0.20
C 0.942 0.191 2.255 -0.16
C -0.291 -0.474 2.498 -0.12
C -1.306 0.338 1.888 -0.07
C -0.769 1.446 1.261 -0.25
C -1.479 2.791 1.117 -0.53
C -2.959 2.622 0.773 -0.04
C -1.378 3.453 2.503 -0.05
C -0.837 3.745 0.109 -0.04
C -0.805 -1.803 3.121 -0.51
C -1.584 -1.477 4.401 -0.06
C 0.202 -2.922 3.451 -0.07
C -1.773 -2.435 2.094 -0.06
C 2.272 0.347 3.049 -0.51
C 3.527 0.305 2.165 -0.06
C 2.499 -0.615 4.212 -0.06
C 2.222 1.753 3.697 -0.06
H 1.314 2.130 1.253 0.09
H -2.370 0.141 1.973 0.10
H -3.479 2.022 1.528 0.08
H -3.085 2.133 -0.195 0.04
H -3.446 3.603 0.726 0.09
H -1.835 2.816 3.268 0.09
H -1.890 4.426 2.499 0.08
H -0.329 3.614 2.776 0.08
H -0.934 3.371 -0.906 0.05
H 0.228 3.894 0.320 0.08
H -1.330 4.724 0.166 0.09
H -0.942 -0.972 5.131 0.08
H -1.975 -2.395 4.859 0.08
H -2.427 -0.816 4.184 0.08
H 0.614 -2.835 4.455 0.07
H 1.013 -2.936 2.728 0.04
H -0.311 -3.890 3.401 0.07
H -2.633 -1.795 1.885 0.07
H -2.149 -3.394 2.470 0.08
H -1.247 -2.602 1.150 0.06
H 3.811 -0.725 1.917 0.06
H 4.372 0.758 2.699 0.09
H 3.379 0.859 1.234 0.07
H 2.737 -1.621 3.871 0.07
H 1.628 -0.654 4.867 0.08
H 3.351 -0.261 4.801 0.08
H 2.412 2.541 2.966 0.08
H 2.982 1.835 4.483 0.07
H 1.238 1.934 4.140 0.09
C -2.096 -0.155 -4.141 -0.16
Si -2.084 0.780 -2.523 0.41
C -3.163 2.307 -2.869 -0.19
C -3.040 -0.275 -1.310 -0.16
N -0.518 1.227 -1.927 -0.12
C 0.282 2.100 -2.633 -0.32
C -0.060 2.757 -3.839 -0.03
C 0.781 3.656 -4.485 -0.11
C 2.033 3.963 -3.973 -0.12
C 2.427 3.329 -2.798 -0.03
C 1.572 2.452 -2.192 -0.21
F 2.058 1.833 -1.040 -0.03
H -3.141 -0.399 -4.390 0.04
H -1.534 -1.092 -4.078 0.02
H -1.675 0.434 -4.969 0.03
H -4.157 2.185 -2.421 0.02
H -3.302 2.446 -3.951 0.02
H -2.726 3.234 -2.470 0.02
H -4.071 0.091 -1.218 0.03
H -2.580 -0.285 -0.323 0.00
H -3.075 -1.311 -1.673 0.03
H -1.028 2.537 -4.280 0.07
H 0.448 4.118 -5.409 0.10
H 2.692 4.662 -4.474 0.09
H 3.396 3.505 -2.347 0.11
Cl -0.631 -5.672 -4.933 0.59
C -0.497 -4.424 -3.702 -0.69
C -1.266 -4.549 -2.530 -0.15
C -1.175 -3.546 -1.585 -0.04
C -0.347 -2.433 -1.755 -0.32
O -0.332 -1.458 -0.836 -0.21
C 0.476 -2.331 -2.936 -0.19
C 1.352 -1.266 -3.179 -0.19
O 1.598 -0.266 -2.342 -0.26
C 0.338 -3.370 -3.908 -0.10
H -1.917 -5.402 -2.383 0.08
H -1.776 -3.601 -0.679 0.10
H 1.891 -1.256 -4.121 0.10
H 0.913 -3.301 -4.826 0.11
N 2.737 -4.475 0.804 0.14
N 2.778 -3.197 0.279 -0.26
N 3.790 -2.772 -0.440 0.17
C 3.411 -1.542 -0.680 -0.15
N 2.237 -1.263 -0.075 -0.06
N 1.875 -2.341 0.523 0.13
H 1.843 -4.878 0.557 0.10
H 2.805 -4.400 1.805 0.08
H 3.957 -0.837 -1.281 0.13

---

80
Properties=species:S:1:pos:R:3:lowdin_charge:R:1 method="wB97M-V/def2-TZVPD" homo_lumo_gap_ev="4.46 / 4.23" relative_energy_kj_mol=71.4 e_homo_ha="-0.041 / -0.032" lumo_energy_ev="3.36 / 3.36" total_charge=-2
Na -0.621 -0.025 0.057 0.16
C 1.781 -4.023 1.296 -0.04
C 2.375 -3.314 0.108 -0.31
N 3.311 -3.998 -0.578 0.07
C 3.825 -3.365 -1.637 -0.15
C 3.461 -2.116 -2.083 -0.18
C 4.152 -1.549 -3.285 -0.23
O 5.034 -0.458 -2.992 -0.07
C 2.449 -1.371 -1.394 -0.09
C 2.041 -0.099 -1.891 -0.11
N 1.135 0.704 -1.335 0.03
C 0.738 1.846 -2.003 -0.33
C 0.997 2.113 -3.367 -0.06
C 0.460 3.213 -4.007 -0.11
C -0.348 4.118 -3.333 -0.11
C -0.568 3.922 -1.978 -0.18
C -0.030 2.827 -1.319 -0.58
I 2.119 3.612 1.101 0.27
C 1.943 -2.045 -0.240 -0.19
O 0.981 -1.426 0.524 -0.04
H 1.977 -5.089 1.191 0.07
H 0.705 -3.855 1.365 0.06
H 2.211 -3.684 2.240 0.06
H 4.593 -3.901 -2.190 0.10
H 3.421 -1.237 -4.043 0.11
H 4.784 -2.318 -3.734 0.11
H 4.553 0.136 -2.401 0.07
H 2.538 0.213 -2.807 0.08
H 1.593 1.417 -3.941 0.09
H 0.669 3.356 -5.063 0.09
H -0.795 4.959 -3.844 0.09
H -1.187 4.604 -1.411 0.06
C -3.141 0.449 -2.697 -0.06
C -2.442 -0.760 -2.120 -0.17
C -2.844 -1.339 -0.904 -0.18
C -3.944 -0.733 -0.060 -0.06
C -2.232 -2.532 -0.474 -0.19
C -2.635 -3.135 0.852 -0.04
C -1.298 -3.173 -1.286 -0.18
C -0.779 -4.550 -0.958 -0.03
C -0.847 -2.558 -2.459 -0.17
C 0.187 -3.280 -3.285 -0.03
C -1.389 -1.333 -2.852 -0.17
C -0.884 -0.637 -4.091 -0.04
H -2.612 1.381 -2.482 0.05
H -4.141 0.573 -2.292 0.06
H -3.224 0.352 -3.780 0.08
H -4.793 -1.419 0.015 0.09
H -4.291 0.227 -0.429 0.01
H -3.629 -0.509 0.964 0.03
H -3.418 -3.892 0.742 0.09
H -3.023 -2.379 1.530 0.07
H -1.790 -3.614 1.346 0.06
H -0.978 -5.235 -1.788 0.08
H -1.246 -4.975 -0.074 0.07
H 0.304 -4.561 -0.809 0.07
H -0.209 -4.223 -3.674 0.08
H 1.070 -3.530 -2.692 0.07
H 0.523 -2.700 -4.139 0.06
H -1.352 -1.025 -5.002 0.09
H 0.193 -0.756 -4.198 0.06
H -1.074 0.432 -4.055 0.06
Se -3.764 1.311 3.469 -0.25
Sb -3.619 3.446 2.225 -0.17
Se -0.259 2.770 0.606 0.38
Se -3.382 3.050 -0.185 -0.11
Se -5.152 5.112 3.094 -0.39
N 1.992 -0.990 3.146 -0.01
C 1.588 0.426 3.111 -0.29
C 0.125 0.568 3.486 -0.29
N -0.744 -0.218 2.607 -0.01
H 2.962 -1.097 2.869 0.08
H 1.176 -1.525 1.481 0.05
H 1.905 -1.370 4.084 0.08
H 1.734 0.771 2.085 0.04
H 2.203 1.056 3.762 0.10
H -0.166 1.616 3.401 0.09
H -0.018 0.306 4.546 0.11
H -1.706 0.103 2.762 -0.08
H -0.723 -1.193 2.887 0.07